[1]
# C6H9NO2S

A 2-piece molecular cluster, C6H9NO2S overall in a non-equilibrium geometry (ωB97M-V with the def2-TZVPD basis set, the OMol25 dataset).

Each line ends with the Löwdin charge.
Cartesian coordinates (Å):
C -2.7219 -1.5005 0.3218  -0.030
C -2.0791 -0.1625 0.0024  -0.420
C -0.7890 0.1590 0.4628  -0.374
S -0.4682 1.7905 0.0272  0.968
C -2.1309 1.9155 -0.6517  -0.409
N -2.7622 0.8097 -0.6539  0.018
H -3.3341 -1.4788 1.1958  0.066
H -3.1764 -2.0697 -0.4111  0.045
H -1.8088 -2.0913 0.6716  0.092
H -0.0527 -0.3337 1.0428  0.040
H -2.5050 2.8152 -1.0560  0.058
C 3.3635 0.7475 0.0995  0.029
C 2.3477 -0.2973 -0.4069  -0.566
O 2.3195 -0.5491 -1.6265  0.051
O 1.8336 -1.1320 0.4683  0.075
H 3.8485 0.5187 1.0188  0.074
H 4.1133 0.9118 -0.6019  0.061
H 2.7635 1.6686 0.1424  0.079
H 1.2387 -1.7216 -0.0454  0.143

Computed properties:
Structure (SMILES): Cc1cscn1.CC(=O)O
LUMO energy: 0.635 eV
ΔE to the lowest compared entry with this formula, charge and spin: 18.96 kcal/mol
Max |F|: 5.42 eV Å⁻¹
Kohn-Sham gap: 9.64 eV
Total charge: 0
Energy: -837.42847 hartree


[2]
# C18H25N8OPt

C18H25N8OPt as an isolated structure in a non-equilibrium geometry (ωB97M-V with the def2-TZVPD basis set, the OMol25 dataset).

Each line ends with the Löwdin charge.
Cartesian coordinates (Å):
Pt -0.9028 0.1016 -0.7710  1.308
N 0.1022 -3.9128 -3.7960  0.121
C -0.8073 -3.8104 -3.0872  -0.399
N -1.8571 -3.7281 -2.2678  0.093
C -2.0144 -2.5914 -1.7131  -0.365
N -2.1712 -1.5508 -1.1944  -0.017
C -0.0234 3.9269 -0.4250  -0.032
C -1.1116 2.9309 -0.8261  -0.567
C -2.0546 3.6171 -1.8409  0.001
C -0.4699 1.7358 -1.4102  -0.138
C -1.8402 2.3084 0.3483  -0.213
C -1.5315 2.6007 1.6843  -0.018
C -2.1295 1.9041 2.7097  -0.048
C -3.0461 0.8781 2.4425  -0.068
C -3.3724 0.5902 1.1461  -0.059
C -2.7847 1.3136 0.0834  -0.155
H 0.5266 4.2267 -1.3170  0.097
H 0.6833 3.5030 0.2888  0.091
H -0.4749 4.8160 0.0147  0.103
H -1.4817 3.9780 -2.6955  0.097
H -2.5388 4.4696 -1.3645  0.103
H -2.8259 2.9431 -2.2092  0.086
H 0.2174 1.7791 -2.2530  0.095
H -0.8162 3.3751 1.9208  0.112
H -1.8790 2.1522 3.7329  0.117
H -3.5036 0.3268 3.2525  0.117
H -4.0888 -0.1879 0.9192  0.121
H -3.1692 1.1513 -0.9197  0.111
C 1.1437 -2.9125 -0.8318  -0.034
N 2.0511 -2.1231 -1.6637  -0.099
C 3.3336 -2.7658 -1.9599  -0.020
C 1.6881 -0.9958 -2.2563  -0.435
C 2.6573 -0.2974 -3.1643  0.036
O 0.5558 -0.4575 -2.1221  -0.180
H 0.8208 -3.7904 -1.3910  0.077
H 0.2763 -2.3346 -0.5419  0.018
H 1.6668 -3.2275 0.0708  0.094
H 3.4602 -3.5986 -1.2748  0.093
H 4.1642 -2.0768 -1.8212  0.096
H 3.3462 -3.1593 -2.9763  0.107
H 3.3426 -0.9744 -3.6627  0.081
H 3.2328 0.4182 -2.5726  0.107
H 2.0921 0.2513 -3.9125  0.099
N 2.2652 -1.3126 3.6357  0.198
C 1.1018 -1.0626 4.2584  -0.486
N 1.0678 -1.0873 5.5952  0.190
N -0.0153 -0.7896 3.6289  0.131
C -0.1029 -0.7276 2.3413  -0.306
N -0.2397 -0.7084 1.1893  0.069
H 3.1040 -1.5180 4.1483  0.120
H 2.3069 -1.3160 2.6320  0.107
H 1.8621 -1.3464 6.1510  0.120
H 0.1839 -0.9345 6.0477  0.124

Computed properties:
LUMO energy: -3.707 eV
ΔE to the lowest compared entry with this formula, charge and spin: 31.15 kcal/mol
Max |F|: 1.16 eV Å⁻¹
Kohn-Sham gap: 7.15 eV
Total charge: +1
Energy: -1333.21319 hartree


[3]
# C6H15N2

A 2-piece molecular cluster, C6H15N2 overall in a non-equilibrium geometry (ωB97M-V with the def2-TZVPD basis set, the OMol25 dataset).

Each line ends with the Löwdin charge.
Cartesian coordinates (Å):
C -3.0943 -0.4175 -0.1966  -0.046
C -1.8084 -0.4585 0.7547  -0.189
C -0.7103 0.5334 0.5850  0.099
N 2.5744 0.9301 -1.2287  0.094
C 1.4016 1.2396 -0.4686  -0.061
C 0.2561 0.5202 -0.4665  -0.307
C 0.0618 -0.3967 -1.6015  -0.028
N 2.2372 -0.7037 1.8458  0.050
H -3.6296 -1.3322 -0.1793  0.067
H -3.7530 0.2837 0.3235  0.077
H -2.2750 -0.4940 1.6781  0.089
H -1.4683 -1.5042 0.5795  0.137
H 2.7257 -0.6962 2.7290  0.030
H -0.8647 1.4488 1.1873  0.153
H 2.9487 1.9055 -1.4307  0.138
H 3.1331 0.5833 -0.4566  0.097
H 1.5222 2.1479 0.1714  0.159
H 0.9159 -1.1225 -1.7428  0.119
H 0.0852 0.2673 -2.4948  0.120
H -0.9168 -0.9013 -1.4841  0.073
H -2.9463 -0.0416 -1.2788  0.113
H 2.2587 -1.6364 1.5440  0.000
H 1.3461 -0.1548 1.6305  0.016

Computed properties:
LUMO energy: -6.481 eV
ΔE to the lowest compared entry with this formula, charge and spin: 97.50 kcal/mol
Max |F|: 3.43 eV Å⁻¹
Kohn-Sham gap: 7.04 eV
Total charge: +1
Energy: -346.75720 hartree


[4]
# C23H60Cl2O21S7

A 8-piece molecular cluster, C23H60Cl2O21S7 overall in a non-equilibrium geometry (ωB97M-V with the def2-TZVPD basis set, the OMol25 dataset).

Each line ends with the Löwdin charge.
Cartesian coordinates (Å):
C -23.2371 18.2234 5.6274  -0.081
C -22.5116 17.1480 6.3104  -0.304
O -22.0794 17.5787 7.5710  -0.236
S -20.6954 18.3265 7.6165  0.590
C -20.7351 18.9243 9.2811  -0.118
O -19.6425 17.4190 7.3950  -0.251
O -20.7506 19.5026 6.7262  -0.303
H -23.6788 17.8238 4.7007  0.098
H -22.5691 19.0373 5.3657  0.044
H -23.9315 18.7438 6.3296  0.110
H -23.1773 16.3682 6.5326  0.091
H -21.7142 16.6713 5.7013  0.122
H -21.4361 19.7710 9.4228  0.095
H -19.7482 19.3613 9.5261  0.040
H -20.9735 18.1227 9.9511  0.059
C -20.3238 13.6451 10.5204  -0.071
C -19.5824 13.3636 9.2421  -0.181
O -20.2969 14.0425 8.0744  -0.292
S -21.1460 13.2093 6.9858  0.618
C -22.8813 13.3874 7.4277  -0.122
O -20.9391 13.8492 5.6807  -0.306
O -20.7966 11.8065 7.1061  -0.304
H -20.3751 14.6810 10.7394  0.056
H -19.7637 13.1682 11.3846  0.101
H -21.3430 13.0976 10.5022  0.109
H -18.5993 13.8190 9.1133  0.113
H -19.6817 12.3232 8.9779  0.092
H -23.3513 13.2657 6.4527  0.059
H -23.0604 14.4611 7.7741  0.080
H -23.3280 12.7111 8.1822  0.079
C -17.2081 20.0502 2.0204  -0.076
C -18.3037 19.1925 1.4109  -0.206
O -19.6061 19.9216 1.1777  -0.259
S -21.0308 19.1426 1.1761  0.570
C -21.6335 19.3019 2.8131  -0.134
O -21.8923 19.9586 0.3781  -0.281
O -20.8845 17.7975 0.7399  -0.276
H -16.2556 19.4608 2.0099  0.082
H -17.5027 20.2989 3.0074  0.043
H -16.9791 20.9831 1.4983  0.080
H -18.0730 18.7205 0.4444  0.122
H -18.4854 18.3013 1.9939  0.076
H -21.4045 18.4379 3.4640  0.045
H -22.7143 19.4811 2.7970  0.078
H -21.1516 20.1877 3.2471  0.086
C -8.5406 15.8238 5.0526  -0.060
C -9.9796 15.5026 5.2801  -0.220
O -10.4874 16.3514 6.3751  -0.258
S -11.1430 17.7349 6.0290  0.542
C -12.7908 17.5197 6.3978  -0.198
O -10.5153 18.6661 6.9584  -0.284
O -11.0683 17.9576 4.6153  -0.284
H -7.9844 15.9232 5.9309  0.069
H -8.3885 16.7209 4.4644  0.088
H -8.0940 15.0358 4.5141  0.067
H -10.6628 15.5852 4.3692  0.144
H -10.1287 14.5474 5.6314  0.087
H -12.9270 17.3785 7.4769  0.064
H -13.2413 16.7311 5.7932  0.051
H -13.2040 18.4993 6.0752  0.072
C -18.0554 14.0225 0.5996  -0.077
C -17.6352 15.1844 1.4986  -0.244
O -18.6516 16.0082 2.0577  -0.261
S -19.6232 15.4677 3.1314  0.498
C -21.0543 14.7730 2.5196  -0.110
O -18.9299 14.4164 3.8435  -0.279
O -19.9763 16.6543 3.7832  -0.269
H -17.1502 13.5059 0.2878  0.072
H -18.6054 14.2572 -0.3760  0.108
H -18.6319 13.2272 1.1244  0.078
H -17.0955 14.8047 2.3618  0.105
H -16.9980 15.8884 0.8512  0.154
H -21.4311 15.4143 1.7569  0.061
H -21.6861 14.6831 3.4348  0.081
H -20.8833 13.7034 2.3161  0.091
C -14.5778 19.0887 9.4488  -0.045
C -16.0365 19.5195 9.4402  -0.209
O -16.2164 20.5992 8.4480  -0.269
S -17.4896 21.5372 8.4264  0.555
C -17.5410 21.8850 6.7308  -0.125
O -18.5735 20.7036 8.8797  -0.302
O -17.2123 22.7941 8.9875  -0.250
H -13.8615 19.7465 9.9139  0.084
H -14.2436 18.8915 8.4237  0.062
H -14.7617 18.1766 9.9914  0.072
H -16.6354 18.6525 9.0725  0.129
H -16.3529 19.8929 10.3928  0.113
H -17.4979 20.9933 6.0893  0.071
H -16.7488 22.5292 6.4710  0.055
H -18.5417 22.4322 6.6252  0.115
C -14.9320 17.0035 13.8045  -0.056
C -15.1600 15.5765 13.4631  -0.334
O -14.7676 15.2389 12.1735  -0.255
S -15.4204 13.9324 11.5738  0.590
C -14.3315 13.6113 10.1954  -0.117
O -15.2703 12.9076 12.5520  -0.270
O -16.7838 14.2427 11.1285  -0.306
H -15.6883 17.6665 13.2683  0.109
H -13.8837 17.2538 13.5875  0.091
H -15.1154 17.0476 14.8505  0.068
H -14.7445 14.7966 14.1035  0.124
H -16.2399 15.3691 13.5190  0.122
H -14.7575 12.7348 9.6262  0.101
H -13.4255 13.3090 10.6934  0.063
H -14.2140 14.4245 9.4794  0.030
Cl -15.6036 15.4591 7.2012  0.576
C -16.7111 15.5756 5.7746  -0.621
C -17.2234 16.9360 5.5733  -0.572
Cl -15.9566 18.0642 4.8021  0.548
H -17.4834 14.8177 5.8956  0.071
H -16.0239 15.3773 4.8899  0.080
H -17.4301 17.3324 6.5468  0.031
H -18.0516 16.9238 4.8620  0.044

Computed properties:
Structure (SMILES): CCOS(C)(=O)=O.CCOS(C)(=O)=O.CCOS(C)(=O)=O.CCOS(C)(=O)=O.CCOS(C)(=O)=O.CCOS(C)(=O)=O.CCOS(C)(=O)=O.ClCCCl
LUMO energy: 0.217 eV
ΔE to the lowest compared entry with this formula, charge and spin: 62.17 kcal/mol
Max |F|: 4.26 eV Å⁻¹
Kohn-Sham gap: 10.89 eV
Total charge: 0
Energy: -6199.89746 hartree


[5]
# C13H19ClCuF6N4O6S2

C13H19ClCuF6N4O6S2 as an isolated structure in a non-equilibrium geometry (ωB97M-V with the def2-TZVPD basis set, the OMol25 dataset).

Each line ends with the Löwdin charge.
Cartesian coordinates (Å):
Cu 16.5146 -21.0895 11.3210  0.503
C 16.2116 -23.7422 13.5012  -0.699
F 17.1894 -22.8865 13.5938  0.125
F 16.3264 -24.3402 12.3097  0.146
F 16.3620 -24.5784 14.5050  0.185
S 14.5577 -22.8651 13.6680  0.692
O 13.5730 -23.9005 13.6520  -0.238
O 14.6357 -22.2172 14.9778  -0.286
N 14.5963 -21.6221 12.4302  -0.355
S 13.1523 -21.7579 11.7908  0.617
O 12.9300 -23.0048 11.0022  -0.314
O 11.9987 -21.5885 12.7011  -0.301
C 13.0978 -20.2580 10.5325  -0.685
F 13.3362 -19.1637 11.1946  0.156
F 14.0654 -20.3790 9.6374  0.105
F 11.9386 -20.1593 9.9127  0.181
Cl 16.7419 -22.2924 8.8171  0.021
C 16.3992 -18.3354 9.0115  -0.012
C 16.9215 -17.5730 7.8369  -0.580
O 18.0782 -17.6832 7.4967  0.045
N 16.0470 -16.7381 7.2276  0.015
C 16.3859 -15.7919 6.1097  -0.048
H 16.7383 -19.3706 8.9723  0.039
H 15.3104 -18.2897 9.0328  0.068
H 16.8627 -17.8427 9.8662  0.079
H 15.0891 -16.7078 7.5464  0.123
H 16.5279 -14.8116 6.5645  0.073
H 15.6724 -15.6776 5.2937  0.075
H 17.3620 -16.0260 5.6850  0.076
C 16.4446 -16.8988 13.2664  0.015
C 16.2224 -18.3170 12.9578  -0.515
O 16.7827 -18.8275 11.9836  -0.035
N 15.3860 -19.1256 13.6340  0.035
C 14.4688 -18.7266 14.7266  -0.034
H 17.5145 -16.6930 13.2332  0.096
H 16.2406 -16.6113 14.2979  0.083
H 16.0243 -16.1378 12.6089  0.103
H 15.1925 -20.0326 13.2341  0.041
H 14.0875 -17.7159 14.5810  0.088
H 15.0019 -18.9816 15.6425  0.091
H 13.5890 -19.3689 14.6870  0.084
N 19.0614 -21.4106 11.8161  0.042
C 19.8510 -21.4033 10.7052  -0.119
C 21.2258 -21.5509 10.7474  -0.037
C 21.7910 -21.8940 12.0093  -0.036
C 20.9410 -21.9601 13.1361  -0.036
C 19.5828 -21.6208 12.9845  -0.163
H 19.3772 -21.3104 9.7391  0.074
H 21.7961 -21.6174 9.8326  0.107
H 22.8187 -22.2044 12.1273  0.102
H 21.3046 -22.1711 14.1309  0.102
H 18.9850 -21.5181 13.8781  0.108

Computed properties:
LUMO energy (alpha / beta): -0.175 / -4.473 eV
Max |F|: 7.54 eV Å⁻¹
⟨S²⟩: 0.7675
Kohn-Sham gap (alpha / beta): 9.44 / 5.14 eV
Multiplicity: 2
Total charge: 0
Energy: -4673.36008 hartree


[6]
# CH3N3O

CH3N3O as an isolated structure in a non-equilibrium geometry (ωB97M-V with the def2-TZVPD basis set, the OMol25 dataset).

Each line ends with the Löwdin charge.
Cartesian coordinates (Å):
C -1.2748 0.0297 -1.0819  -0.522
N -0.9293 0.2200 -2.1530  0.121
N 1.1570 0.1989 0.4534  0.060
N -0.0614 0.3339 1.0432  0.066
O -1.4882 -0.2207 0.1257  -0.049
H 1.5534 -0.7324 0.4360  0.112
H 1.2943 0.7259 -0.3769  0.090
H -0.2509 -0.5552 1.5535  0.122

Computed properties:
LUMO energy (alpha / beta): -0.442 / -0.441 eV
ΔE to the lowest compared entry with this formula, charge and spin: 87.07 kcal/mol
Max |F|: 2.98 eV Å⁻¹
Kohn-Sham gap (alpha / beta): 9.61 / 9.61 eV
Total charge: 0
Energy: -279.28848 hartree